ORCA calculation (ωB97M-V with the def2-TZVPD basis set) on a molecular structure, C32H35IInN7O2S.

Structure (XYZ):
```
79
Properties=species:S:1:pos:R:3
In 0.326 -0.396 -0.297
C 3.407 0.358 -1.154
C 2.924 1.457 -0.229
N 1.486 1.700 -0.467
C 1.212 2.385 -1.740
C 0.770 1.450 -2.847
C 0.868 1.819 -4.180
C 0.472 0.913 -5.151
C 0.036 -0.349 -4.771
C -0.028 -0.653 -3.424
C -0.423 -2.025 -2.925
N 0.256 -2.354 -1.661
C 1.618 -2.907 -1.851
C 2.654 -1.810 -2.034
N 2.598 -0.843 -0.927
N 0.294 0.256 -2.496
H 3.298 0.659 -2.198
H 4.470 0.169 -0.989
H 3.042 1.152 0.813
H 3.506 2.369 -0.380
H 1.112 2.253 0.296
H 0.435 3.133 -1.584
H 2.096 2.933 -2.078
H 1.260 2.791 -4.449
H 0.536 1.174 -6.198
H -0.227 -1.096 -5.509
H -1.501 -2.054 -2.763
H -0.194 -2.764 -3.697
H -0.294 -3.047 -1.163
H 1.857 -3.497 -0.971
H 1.641 -3.568 -2.722
H 3.642 -2.271 -2.106
H 2.491 -1.266 -2.967
H 2.912 -1.315 -0.081
C -1.014 -6.665 5.377
C -0.521 -5.472 4.613
C 0.502 -4.674 5.120
C 0.981 -3.582 4.414
C 0.427 -3.287 3.176
C -0.593 -4.067 2.647
C -1.063 -5.149 3.367
S 1.065 -1.923 2.278
O 1.628 -2.437 1.028
O 1.939 -1.178 3.135
N -0.160 -1.029 1.708
C -0.957 -0.261 2.588
C -1.332 -0.679 3.840
C -2.159 0.115 4.662
C -2.642 1.311 4.226
C -2.298 1.768 2.934
C -2.788 2.983 2.412
C -2.439 3.368 1.149
C -1.580 2.537 0.417
N -1.080 1.407 0.870
C -1.441 0.994 2.116
H -0.951 -6.500 6.451
H -0.404 -7.540 5.142
H -2.046 -6.903 5.122
H 0.930 -4.906 6.087
H 1.765 -2.957 4.819
H -1.027 -3.835 1.683
H -1.864 -5.754 2.961
H -0.995 -1.631 4.222
H -2.415 -0.250 5.648
H -3.286 1.919 4.848
H -3.443 3.594 3.022
H -2.804 4.285 0.709
H -1.316 2.820 -0.596
I -4.922 -3.122 1.347
C -4.073 -1.745 0.051
C -4.836 -0.981 -0.819
C -4.190 -0.068 -1.640
C -2.815 0.049 -1.565
N -2.075 -0.690 -0.732
C -2.698 -1.566 0.060
H -5.912 -1.089 -0.854
H -4.748 0.550 -2.329
H -2.285 0.758 -2.189
H -2.071 -2.119 0.747
```

Its total charge is +2. The calculation puts the highest occupied orbital energy at -13.1 eV. As for the spin multiplicity: 1.

ORCA calculation (ωB97M-V with the def2-TZVPD basis set) on a molecular structure, C32H35IrN6O2P.

Structure (XYZ):
```
77
Properties=species:S:1:pos:R:3
Ir -0.377 -0.194 -0.068
C -1.472 -3.234 -1.763
C -2.640 -2.316 -1.570
C -3.866 -2.666 -2.134
C -4.955 -1.840 -1.958
C -4.785 -0.666 -1.243
C -3.533 -0.350 -0.735
N -2.483 -1.180 -0.880
C -3.290 0.939 -0.042
C -4.345 1.868 0.142
C -4.166 2.927 1.040
C -2.940 3.151 1.572
C -1.745 2.420 1.044
N -2.083 1.158 0.407
C -0.684 2.195 2.123
C -0.399 3.207 3.023
C 0.545 2.987 4.011
C 1.166 1.758 4.064
C 0.868 0.796 3.104
C 1.600 -0.509 3.173
N -0.039 1.019 2.137
H -1.548 -3.750 -2.719
H -1.455 -4.001 -0.985
H -0.546 -2.669 -1.724
H -3.948 -3.582 -2.703
H -5.919 -2.091 -2.379
H -5.631 -0.015 -1.094
H -5.306 1.731 -0.324
H -5.015 3.533 1.326
H -2.796 3.911 2.325
H -0.903 4.161 2.968
H 0.775 3.759 4.732
H 1.888 1.533 4.838
H 1.683 -0.842 4.207
H 2.619 -0.376 2.801
H 1.103 -1.266 2.582
C -1.105 3.342 -0.043
H -0.215 2.857 -0.442
H -0.817 4.295 0.397
H -1.830 3.528 -0.837
C 0.140 -0.913 -3.702
P -0.295 0.439 -2.548
C -1.896 0.984 -3.252
C 0.813 1.765 -3.133
H 0.232 -0.516 -4.713
H -0.639 -1.676 -3.695
H 1.087 -1.370 -3.413
H -1.744 1.321 -4.277
H -2.313 1.805 -2.668
H -2.608 0.158 -3.255
H 0.657 1.910 -4.202
H 1.851 1.492 -2.954
H 0.612 2.697 -2.607
N -0.501 -3.080 1.515
C 0.057 -4.327 1.703
C 1.149 -4.430 0.935
C 1.290 -3.123 0.219
N 0.173 -2.324 0.660
H -1.296 -2.687 1.994
H -0.387 -5.040 2.379
H 1.826 -5.260 0.825
H 1.295 -3.219 -0.873
O 2.595 -2.543 0.547
C 2.839 -1.289 0.308
N 1.974 -0.401 -0.095
C 2.636 0.862 -0.099
O 2.033 1.891 -0.253
C 4.069 0.630 0.223
C 5.161 1.464 0.261
C 6.392 0.897 0.603
C 6.505 -0.452 0.903
C 5.393 -1.297 0.860
C 4.187 -0.731 0.511
H 5.076 2.517 0.026
H 7.272 1.525 0.631
H 7.471 -0.860 1.168
H 5.482 -2.349 1.094
```

Its total charge is +2. The calculation puts the highest occupied orbital energy (spin up / spin down) at -12.3 / -13.8 eV. As for the spin multiplicity: 6.

ORCA calculation (ωB97M-V with the def2-TZVPD basis set) on 2 unconnected molecules or ions with the total composition C32H35N2 at a distorted geometry.

Structure (XYZ):
```
69
Properties=species:S:1:pos:R:3
C -3.446 3.371 1.502
C -4.001 2.269 2.414
C -2.860 1.272 2.642
N -1.659 1.914 2.119
C -0.453 1.244 2.046
C -0.360 -0.136 1.927
C 0.916 -0.816 2.256
C 2.057 -0.057 1.596
C 2.014 1.420 1.761
C 0.796 2.059 2.068
C 0.859 3.422 2.420
C 2.014 4.173 2.173
C 3.152 3.549 1.638
C 3.149 2.171 1.442
C -1.951 3.067 1.294
H -3.951 3.381 0.530
H -3.558 4.360 1.957
H -4.325 2.690 3.366
H -4.850 1.767 1.955
H -2.758 1.014 3.709
H -3.054 0.333 2.104
H -1.279 -0.734 1.957
H 1.085 -0.801 3.351
H 0.917 -1.858 1.914
H 3.054 -0.468 1.785
H 1.894 -0.190 0.527
H 0.008 3.909 2.898
H 2.026 5.244 2.381
H 4.044 4.126 1.408
H 4.022 1.651 1.045
H -1.739 2.846 0.228
H -1.333 3.937 1.556
C 4.026 -2.025 -1.215
C 2.645 -2.499 -1.024
N 2.362 -3.793 -0.733
C 3.356 -4.793 -0.367
C 0.977 -4.015 -0.753
C 0.362 -2.776 -1.050
C -1.021 -2.668 -1.038
C -1.786 -3.802 -0.731
C -1.159 -5.014 -0.395
C 0.241 -5.133 -0.377
C 1.420 -1.794 -1.217
C 1.218 -0.415 -1.377
C 0.141 0.173 -2.103
C -0.571 -0.485 -3.139
C -1.669 0.116 -3.737
C -2.087 1.390 -3.327
C -3.377 1.955 -3.840
C -1.299 2.115 -2.416
C -0.187 1.529 -1.834
H 3.979 -1.033 -1.680
H 4.567 -1.928 -0.260
H 4.614 -2.687 -1.875
H 2.829 -5.712 -0.090
H 4.044 -4.998 -1.202
H 3.954 -4.447 0.490
H -1.474 -1.710 -1.274
H -2.872 -3.727 -0.747
H -1.777 -5.878 -0.143
H 0.763 -6.045 -0.079
H 2.030 0.277 -1.153
H -0.215 -1.458 -3.486
H -2.228 -0.415 -4.514
H -3.501 2.981 -3.476
H -3.408 1.966 -4.938
H -4.236 1.360 -3.492
H -1.578 3.145 -2.179
H 0.484 2.113 -1.199
```

Its total charge is +1. The calculation puts the highest occupied orbital energy at -9.7 eV. As for the spin multiplicity: 1.

| no. | molar mass (u) | energy (eV) |
| --- | --- | --- |
| 1 | 823.5 | -72377.5932 |
| 2 | 758.9 | -58899.7994 |
| 3 | 447.6 | -36725.5252 |